[1]
ORCA calculation (ωB97M-V/def2-TZVPD) on C21H17N3O4 in the gas phase at a distorted geometry.

```
45
Properties=species:S:1:pos:R:3
H 5.08 -0.86 -1.83
C 2.40 1.75 -0.32
C -5.29 0.56 -0.54
H 2.02 -1.25 1.07
C 6.23 -1.09 1.20
O 5.19 -1.56 1.33
C 1.90 3.99 0.27
C 5.34 -1.02 -0.79
O -6.60 -1.08 0.01
H -6.05 1.08 -0.75
N 2.08 -1.60 0.19
C 1.57 -1.16 -0.99
H -2.39 -1.56 0.85
C 4.54 -1.81 -0.05
H -6.64 -3.38 -0.13
C -3.99 1.07 -0.63
C -5.41 -0.80 -0.02
H -3.87 2.26 -0.84
H -7.98 -2.58 0.42
C -2.97 0.14 0.05
N -0.63 -0.35 -0.61
H -4.61 -2.61 0.76
C 0.62 0.20 -0.54
C 2.90 2.91 -0.13
H -6.84 -2.57 1.44
C 6.40 -0.69 -0.10
H -0.15 4.56 0.63
C -3.15 -1.12 0.38
C -1.29 2.07 0.05
C 0.71 3.83 0.23
C 0.15 2.46 0.14
C 1.10 1.42 -0.47
H 3.27 1.05 -0.74
H 2.20 5.10 0.56
O -2.22 2.96 0.66
H 3.91 3.51 -0.50
N -1.66 0.85 -0.28
H 6.88 -0.90 1.91
H 3.26 -2.97 -0.95
H 7.22 0.07 -0.18
C -7.00 -2.48 0.56
O 1.81 -1.11 -2.17
C -4.35 -1.73 0.23
C 3.27 -2.38 -0.14
H 3.06 -3.17 0.73
```

Charge: 0
Multiplicity: 1
Largest force on an atom in eV Å⁻¹: 16.0
Energy relative to the best compared isomer or geometry (same formula, charge and spin) in kcal/mol: 392.7
HOMO-LUMO gap in eV: 6.6407
SMILES string: COc1ccc(-n2nc(C(=O)NCc3ccco3)c3ccccc3c2=O)cc1
LUMO in eV: -0.93
HOMO level in eV: -7.6


[2]
ORCA calculation (ωB97M-V/def2-TZVPD) on a molecular structure, C21H17N3O4Sr at a distorted geometry.

```
46
Properties=species:S:1:pos:R:3
H 0.19 4.02 0.87
H 0.73 1.12 4.01
C -3.42 -0.56 0.12
H -3.42 -1.41 -1.82
O -0.44 3.37 -1.46
O 0.09 -1.89 1.45
H 4.12 -3.90 -1.27
C 3.72 -2.94 -1.58
C -4.58 2.46 2.89
H 0.70 3.52 3.27
H -3.09 -1.76 1.88
C -0.32 2.10 -1.06
C 2.63 -0.56 -2.30
C 0.31 -1.10 2.43
H 6.50 -1.89 -2.86
H -0.64 3.38 -2.41
C -4.19 1.45 1.97
Sr -0.43 -1.23 -0.56
C 0.49 2.72 2.57
H -3.27 -2.58 -0.47
C -3.81 0.74 -0.30
C 4.41 -2.15 -2.50
N -0.03 0.68 0.80
H 2.15 0.38 -2.56
H 6.00 -3.58 -2.73
N 1.96 -1.33 -1.43
N -4.89 3.28 3.63
H -3.80 -0.03 3.48
H 5.62 -2.65 -4.19
C 3.84 -0.93 -2.84
C 0.51 1.40 2.99
C 0.21 3.01 1.24
H -4.50 2.69 0.25
C -3.80 0.18 2.42
C 5.71 -2.60 -3.10
C -3.01 -1.58 -0.82
O -0.41 1.16 -1.83
C -3.42 -0.79 1.52
C -0.05 1.95 0.39
C -4.19 1.71 0.59
H 4.34 -0.27 -3.54
C 2.51 -2.49 -1.07
O 0.58 -1.37 3.58
H 1.97 -3.07 -0.33
C 0.24 0.40 2.06
H -3.80 0.96 -1.36
```

Charge: 0
Multiplicity: 1
Largest force on an atom in eV Å⁻¹: 2.7
Energy relative to the best compared isomer or geometry (same formula, charge and spin) in kcal/mol: 19.9
HOMO-LUMO gap in eV: 5.6037
LUMO in eV: -0.72
HOMO level in eV: -6.3


[3]
ORCA calculation (ωB97M-V/def2-TZVPD) on C21H17N3O5S2 in the gas phase at a distorted geometry.

```
48
Properties=species:S:1:pos:R:3
C 1.84 1.00 -1.85
C -1.54 1.01 -0.91
H 0.13 -2.34 0.09
O 0.80 0.69 -1.04
O -4.07 0.14 -1.02
H 1.68 -1.17 1.19
H -3.30 3.79 -0.07
C -0.63 -1.87 0.70
C -4.08 -3.16 -1.11
C -0.27 -1.00 1.72
C 1.70 0.12 2.76
O 1.87 1.90 -2.63
C 3.28 -0.97 -2.53
H 0.94 3.29 -0.53
C -1.16 3.70 -0.28
H -4.30 -3.71 -2.02
O -4.85 1.99 -0.26
C 4.14 -1.99 -2.13
H -3.99 -1.78 1.06
C -0.06 2.89 -0.56
N 4.21 -1.11 0.08
H 5.14 -2.85 -0.42
H 3.74 -0.57 2.28
C -2.61 1.84 -0.61
S -2.28 -3.27 -0.89
C -1.96 -2.16 0.45
H -4.37 -2.12 -1.22
H -1.00 4.74 -0.04
C -2.59 -0.69 2.24
O 1.16 0.68 3.68
H -4.59 -3.63 -0.27
C -1.26 -0.40 2.49
H 4.46 -2.75 -2.83
S 3.20 1.23 0.82
H 3.62 1.00 3.16
C 2.90 -0.02 -1.59
C 3.16 0.35 2.41
N -3.94 1.28 -0.63
H -3.36 -0.23 2.83
C -2.44 3.18 -0.30
C 4.53 -2.04 -0.80
H -1.69 -0.02 -1.15
C -0.26 1.55 -0.86
C -2.95 -1.57 1.23
H 2.89 -0.93 -3.53
H -0.99 0.28 3.28
C 3.45 -0.11 -0.31
N 1.09 -0.73 1.89
```

Charge: 0
Multiplicity: 1
Largest force on an atom in eV Å⁻¹: 1.4
Energy relative to the best compared isomer or geometry (same formula, charge and spin) in kcal/mol: 43.5
HOMO-LUMO gap in eV: 7.5004
SMILES string: CSc1cccc(NC(=O)CSc2ncccc2C(=O)Oc2cccc([N+](=O)[O-])c2)c1
LUMO in eV: -0.59
HOMO level in eV: -8.1


[4]
ORCA calculation (ωB97M-V/def2-TZVPD) on C21H17N9O in the gas phase at a distorted geometry.

```
48
Properties=species:S:1:pos:R:3
C -1.76 -0.99 -4.58
C 3.36 -2.26 -0.66
H 1.66 -2.15 -7.17
H -2.12 -2.99 -0.53
H -2.36 1.94 1.38
C 1.11 -2.55 -0.51
C -1.80 6.09 4.06
H -3.20 3.72 1.49
N -3.21 5.66 2.17
N -1.31 4.83 4.09
C -1.11 -2.83 -0.91
C 1.35 -2.32 -1.83
C -1.54 1.71 2.05
N -0.55 -1.67 -5.01
H 0.20 2.91 4.73
N 0.57 -1.10 2.31
C 1.40 -2.67 -4.97
N -0.10 -2.80 -0.02
C -1.17 2.62 3.04
C 0.29 -2.43 -2.69
H 1.18 0.61 4.43
N -0.94 0.52 1.86
H -2.29 -0.66 -5.48
H 0.07 -1.50 1.50
C -2.74 4.42 2.21
H 2.26 -3.29 -4.71
H 3.39 -1.85 -2.84
H -1.52 -0.16 -3.94
N -0.91 -2.70 -2.20
C -2.74 6.52 3.12
H -2.43 -1.66 -4.03
C 0.05 0.14 2.66
H 4.43 -2.18 -0.36
C 2.82 -2.11 -1.94
N 2.26 -2.55 0.21
H 1.78 -3.67 2.04
N -0.14 -1.58 -6.29
H 3.37 -2.90 1.96
C 1.85 -1.55 2.44
C -1.76 3.97 3.12
C 0.39 -2.21 -4.17
C 0.43 0.98 3.72
C 1.07 -2.14 -6.31
H -3.04 7.55 3.06
C 2.34 -2.77 1.68
H -1.44 6.80 4.81
O 2.66 -1.00 3.13
C -0.12 2.27 3.89
```

Charge: 0
Multiplicity: 1
Largest force on an atom in eV Å⁻¹: 3.7
Energy relative to the best compared isomer or geometry (same formula, charge and spin) in kcal/mol: 3.2
HOMO-LUMO gap in eV: 8.5229
SMILES string: Cn1nccc1-c1ncnc2c1ccn2CC(=O)Nc1ccc(-c2cnccn2)cn1
LUMO in eV: -0.18
HOMO level in eV: -8.7


[5]
ORCA calculation (ωB97M-V/def2-TZVPD) on 2 unconnected molecules or ions with the total composition C21H17O7S3 at a distorted geometry.

```
48
Properties=species:S:1:pos:R:3
S -1.72 1.50 -1.83
O -0.93 0.61 -2.64
H -4.92 4.06 -4.43
C -7.81 -1.24 -0.40
H -9.65 -2.69 -1.85
C -3.03 5.12 -4.27
H -0.28 -0.72 4.65
C -3.38 0.83 -1.65
O -5.69 2.02 -2.36
C -7.08 -1.39 -1.61
C -7.12 -0.93 0.80
H -7.57 -1.71 -2.53
H -3.33 0.34 0.39
C -0.45 -2.05 1.53
C 0.78 -2.69 1.47
O -9.17 -1.34 -0.31
C -3.45 2.92 -3.37
C -1.71 5.07 -3.79
H -5.26 -0.34 1.67
C 1.65 -2.62 2.57
O -1.24 2.15 -0.63
H 1.96 -1.83 4.56
H -3.38 6.02 -4.78
O -4.47 0.58 -4.04
C -3.80 0.12 -0.56
S -1.59 -1.87 0.03
H -5.19 -1.15 -2.56
C 0.03 -1.27 3.76
S -4.46 1.50 -2.92
H -1.03 5.91 -3.93
C -5.74 -1.02 -1.64
H 2.62 -3.12 2.53
C -9.91 -1.68 -1.51
C -2.16 2.90 -2.89
C -5.09 -0.51 -0.49
H -9.76 -0.95 -2.31
O -2.91 -2.36 0.41
C -0.84 -1.34 2.66
H -0.26 3.86 -2.72
C -3.90 4.04 -4.07
C 1.28 -1.90 3.71
C -1.27 3.94 -3.10
H -10.95 -1.65 -1.18
H 1.06 -3.22 0.56
C -5.78 -0.60 0.75
H -1.80 -0.84 2.69
O -1.40 -0.43 -0.17
H -7.68 -0.94 1.73
```

Charge: -1
Multiplicity: 1
Largest force on an atom in eV Å⁻¹: 4.8
HOMO-LUMO gap in eV: 6.1976
LUMO in eV: 2.46
HOMO level in eV: -3.7


[6]
ORCA calculation (ωB97M-V/def2-TZVPD) on a molecular structure, C21H18Cl2F6N2O4PS2V at a distorted geometry.

```
57
Properties=species:S:1:pos:R:3
S 3.71 -2.80 1.36
O 1.00 -1.62 1.83
H -2.02 1.13 -3.00
F 2.88 -0.51 0.11
C 1.66 -0.44 -3.83
C 0.05 -0.26 -2.07
H -5.69 2.65 -1.43
C -2.68 -2.18 2.46
H 2.59 -0.11 -4.30
C 1.26 4.12 -0.78
C 3.20 -1.80 -0.18
H 2.26 5.17 0.80
F 0.23 -3.83 2.80
H 1.21 0.88 2.66
H -0.22 1.60 2.81
Cl -1.82 -0.82 3.22
C -2.25 1.01 -0.86
N 3.41 -1.73 2.59
H 1.44 4.89 -1.52
C -3.08 1.29 0.23
C -0.75 -1.23 -2.70
C -4.74 2.16 -1.27
H -4.98 2.05 0.86
H -2.74 1.07 1.25
F 2.10 -2.37 -0.71
H 1.21 -1.87 -5.36
O 1.54 -0.76 3.95
P -0.55 0.46 -0.55
H -3.74 -1.96 2.37
V -0.33 -0.74 1.50
C -4.33 1.84 0.02
H 0.18 2.86 -2.15
Cl -1.92 -2.26 0.85
C 0.76 2.17 1.12
H -1.69 -1.54 -2.24
C 1.48 3.30 1.48
F 4.14 -1.79 -1.08
C 0.56 2.98 -1.14
O 5.06 -3.11 1.13
H -2.49 -3.10 3.01
O 2.66 -3.77 1.50
H 1.83 3.44 2.49
C 1.28 0.12 -2.63
H -4.24 2.12 -3.36
H 1.91 0.85 -2.14
C 0.34 2.00 -0.19
N 0.39 1.16 2.11
F 0.34 -2.95 4.74
C 1.08 -3.42 3.75
C -2.67 1.31 -2.16
C 1.72 4.27 0.52
C -0.36 -1.77 -3.90
H -0.98 -2.49 -4.41
F 1.87 -4.35 4.13
S 1.96 -1.82 3.09
C -3.91 1.88 -2.35
C 0.87 -1.40 -4.45
```

Charge: +3
Multiplicity: 2
Largest force on an atom in eV Å⁻¹: 3.4
Energy relative to the best compared isomer or geometry (same formula, charge and spin) in kcal/mol: 30.5
Expectation value of S²: 1.030
HOMO-LUMO gap (spin up / spin down) in eV: 5.0970 / 6.4591
LUMO (spin up / spin down) in eV: -12.93 / -11.60
HOMO level (spin up / spin down) in eV: -18.0 / -18.1


[7]
ORCA calculation (ωB97M-V/def2-TZVPD) on a molecular structure, C21H18CrF6N7O2SSb.

```
57
Properties=species:S:1:pos:R:3
C -1.86 -2.46 0.61
H -4.65 3.76 -2.07
H 0.22 -5.18 2.23
C -0.39 -4.43 1.75
H 9.80 1.85 -0.92
F -2.44 0.05 5.19
N -2.63 -1.42 0.02
F 0.71 -0.38 3.08
C 6.19 -0.41 -2.19
C -4.12 2.91 -1.65
F 0.20 -0.64 5.74
F -1.71 0.27 2.58
N -2.04 -0.34 -0.05
N 0.69 1.74 0.94
H -5.91 1.96 -0.94
Sb -0.84 -0.16 4.27
H 8.03 -0.32 -3.24
Cr -0.10 -0.19 0.94
H 5.48 1.25 0.74
H 1.10 -2.88 1.91
H -3.45 -3.85 0.42
O 4.24 -0.36 1.76
C 1.43 3.94 1.24
C -4.17 0.80 -0.49
C -2.44 -3.70 0.76
C -2.79 0.75 -0.58
C 0.42 3.01 1.21
H -2.18 3.64 -2.22
C 0.11 -3.15 1.57
H 1.24 4.98 1.47
F -1.23 -1.96 3.87
H -0.62 3.25 1.39
C -2.74 2.85 -1.73
O 4.24 -0.45 -0.92
H 7.81 1.97 0.41
C 2.72 3.48 0.98
H -2.10 -5.69 1.49
N 9.35 1.26 -1.59
C -2.06 1.77 -1.18
C -1.68 -4.70 1.34
C 6.06 0.90 -0.10
H 5.70 -1.07 -2.89
N 2.05 0.01 0.52
H 9.89 0.95 -2.38
N 3.01 2.20 0.73
C 8.08 0.86 -1.42
H 3.56 4.16 0.97
H -0.98 1.71 -1.24
C -4.83 1.89 -1.02
C 1.98 1.37 0.74
N -0.60 -2.18 1.00
H -4.71 0.01 0.01
C 7.34 1.30 -0.29
F -0.38 1.65 4.41
S 3.33 -0.87 0.76
C 5.44 0.00 -1.03
C 7.46 0.01 -2.37
```

Charge: +1
Multiplicity: 6
Largest force on an atom in eV Å⁻¹: 0.2
Energy relative to the best compared isomer or geometry (same formula, charge and spin) in kcal/mol: 0.5
Expectation value of S²: 8.779
HOMO-LUMO gap (spin up / spin down) in eV: 7.1575 / 6.9705
LUMO (spin up / spin down) in eV: -3.87 / -4.91
HOMO level (spin up / spin down) in eV: -11.0 / -11.9


[8]
ORCA calculation (ωB97M-V/def2-TZVPD) on a molecular structure, C21H18FN5O3ReS.

```
50
Properties=species:S:1:pos:R:3
N -2.86 2.04 1.85
N 2.26 -1.98 0.08
O -2.06 -1.34 2.04
C -2.92 4.40 1.47
N -3.48 1.44 -0.50
C 1.15 1.30 -1.20
C 2.25 1.64 -1.93
H -2.31 3.66 4.73
H 5.50 -2.93 -0.33
C -4.50 -0.22 -1.51
C -3.40 2.71 -0.33
C 1.22 -2.34 0.80
H 1.26 -3.29 1.30
H 4.23 1.16 -2.58
F 2.27 2.79 -2.59
C 4.65 -1.26 -1.41
H -3.70 3.41 -1.10
H 4.88 -1.65 0.70
C 3.42 -0.38 -1.35
C -2.51 3.53 3.67
H 3.39 -3.54 0.83
H 0.30 1.96 -1.15
H 5.54 -0.62 -1.42
H -2.58 5.62 3.20
O -0.87 -3.21 2.30
C 0.05 -0.33 0.28
N -5.15 -0.83 -2.49
H 3.88 -4.59 -1.41
Re -2.74 0.13 1.02
C -3.02 3.10 1.01
C -2.65 4.62 2.82
H 2.95 -3.31 -2.19
O -0.97 0.53 0.36
C 3.07 -3.88 -1.27
H -5.30 -0.35 -3.37
C 0.09 -1.54 0.95
C 3.38 0.82 -2.00
H -3.07 5.23 0.79
H 2.16 -4.45 -1.09
S -4.34 -1.12 0.03
C 2.29 -0.77 -0.60
C 1.16 0.08 -0.51
C 3.38 -2.97 -0.09
H -2.52 1.37 3.78
N -4.02 0.97 -1.66
C 4.69 -2.21 -0.22
H 4.65 -1.81 -2.35
C -2.62 2.25 3.15
H -5.50 -1.77 -2.39
C -0.97 -2.11 1.84
```

Charge: +2
Multiplicity: 2
Largest force on an atom in eV Å⁻¹: 0.8
Expectation value of S²: 0.763
HOMO-LUMO gap (spin up / spin down) in eV: 6.7959 / 6.6158
LUMO (spin up / spin down) in eV: -7.87 / -8.07
HOMO level (spin up / spin down) in eV: -14.7 / -14.7


[9]
ORCA calculation (ωB97M-V/def2-TZVPD) on a molecular structure, C21H18IrN5O at a distorted geometry.

```
46
Properties=species:S:1:pos:R:3
C 0.04 -4.50 -0.43
H -0.07 -5.72 3.49
C -2.38 1.53 -0.19
C 1.22 2.41 -0.29
N 0.01 1.68 -0.06
N 0.08 -0.50 2.44
C -0.03 -4.66 3.30
H 5.72 1.20 -0.32
C 0.00 -5.04 0.83
C -0.01 -4.19 1.96
H -0.67 0.01 2.92
N -2.10 0.22 -0.08
C 0.00 -3.77 4.34
H 0.01 -4.12 5.36
H 0.05 -1.68 4.92
C 0.02 -2.81 1.73
H 0.07 -5.12 -1.31
Ir -0.01 -0.22 0.35
H 0.10 -2.65 -1.55
C 3.69 1.88 -0.26
C -4.42 -0.27 -0.21
H -0.02 -6.12 0.97
C 4.68 0.91 -0.24
H -2.83 -1.72 -0.03
C -3.10 -0.68 -0.09
C 4.33 -0.43 -0.14
H 0.96 -0.09 2.76
C -4.71 1.08 -0.30
H 1.20 2.90 -1.27
C 2.37 1.48 -0.17
C 0.02 -2.38 4.09
C 3.01 -0.76 0.00
N 0.04 -2.29 0.48
H -5.73 1.42 -0.37
H -5.20 -1.02 -0.24
H 1.31 3.26 0.40
H -3.83 3.08 -0.38
C 0.04 -1.93 2.80
H 2.69 -1.79 0.12
H 3.93 2.93 -0.36
H 5.08 -1.21 -0.15
O -1.23 3.60 -0.44
C -1.21 2.42 -0.25
C 0.06 -3.11 -0.57
N 2.04 0.19 -0.01
C -3.67 2.01 -0.29
```

Charge: +3
Multiplicity: 2
Largest force on an atom in eV Å⁻¹: 2.3
Energy relative to the best compared isomer or geometry (same formula, charge and spin) in kcal/mol: 12.7
Expectation value of S²: 0.805
HOMO-LUMO gap (spin up / spin down) in eV: 6.2399 / 5.1297
LUMO (spin up / spin down) in eV: -12.07 / -13.18
HOMO level (spin up / spin down) in eV: -18.3 / -18.3


[10]
ORCA calculation (ωB97M-V/def2-TZVPD) on C21H18N2O2 in the gas phase.

```
43
Properties=species:S:1:pos:R:3
H 1.92 2.25 -1.38
H -0.40 2.90 -1.77
H 0.74 -1.85 -1.15
H -2.09 2.74 -3.43
C 1.16 1.49 -1.39
H 4.10 1.75 1.56
C -0.21 -1.87 2.09
C 3.83 0.64 -0.26
C -4.91 1.09 -1.41
C 1.07 -3.59 3.72
C -0.15 1.86 -1.63
C -5.21 2.06 -2.35
H 2.43 1.78 0.96
C 3.01 -0.03 2.00
H -5.71 0.63 -0.84
C 0.47 -0.81 -1.28
C -0.84 -0.44 -1.50
H 2.81 -2.33 3.53
H 1.55 -4.31 4.38
C 2.86 -0.33 -0.92
C -2.88 2.29 -2.85
O 3.20 -1.46 -1.18
H 4.77 0.11 -0.11
C 1.78 -2.50 3.25
N -0.88 -2.91 2.54
C -1.17 0.91 -1.68
H -4.42 3.41 -3.81
C -4.19 2.66 -3.07
C -3.60 0.71 -1.19
C -2.57 1.31 -1.91
H -1.61 -1.19 -1.56
C 3.31 1.16 1.09
H -3.37 -0.03 -0.44
C 1.49 0.15 -1.20
H 1.12 0.04 1.22
H -0.84 -4.60 3.68
O 3.82 -0.52 2.74
C 1.12 -1.60 2.41
N 1.72 -0.47 1.86
H -0.76 -1.20 1.43
H -6.24 2.36 -2.52
H 4.01 1.48 -0.93
C -0.25 -3.76 3.34
```

Charge: 0
Multiplicity: 1
Largest force on an atom in eV Å⁻¹: 0.7
Energy relative to the best compared isomer or geometry (same formula, charge and spin) in kcal/mol: 0.0
HOMO-LUMO gap in eV: 8.6040
SMILES string: O=C(CCC(=O)c1ccc(-c2ccccc2)cc1)Nc1cccnc1
LUMO in eV: -0.19
HOMO level in eV: -8.8